No. 1
17
Properties=species:S:1:pos:R:3 method="wB97M-V/def2-TZVPD" max_force_ev_per_a=0.998 smiles="CCC(=O)O.O.O" gap_ev=11.0 spin_multiplicity=1 relative_energy_ev=0.331 e_homo_ev=-10.3
C 1.89 0.73 0.50
C 0.95 -0.32 -0.05
C 1.59 -1.60 -0.58
O 2.73 -1.95 -0.53
O 0.61 -2.29 -1.22
H 2.65 0.96 -0.26
H 1.29 1.63 0.65
H 2.42 0.49 1.42
H 0.50 0.05 -0.97
H 0.16 -0.63 0.63
H 0.96 -3.00 -1.77
O -5.16 -2.38 0.35
H -5.64 -1.87 1.02
H -5.02 -1.68 -0.31
O -0.25 3.71 0.34
H 0.27 4.07 -0.38
H 0.07 4.09 1.16



No. 2
54
Properties=species:S:1:pos:R:3 method="wB97M-V/def2-TZVPD" max_force_ev_per_a=0.815 smiles="COc1ccc2c(c1)cc1c(=O)n(CC(=O)NCCCOC(C)C)nc(C)n12" gap_ev=8.4 spin_multiplicity=1 relative_energy_ev=2.714 e_homo_ev=-8.1
C -3.78 6.66 -1.49
O -4.06 5.29 -1.56
C -3.03 4.41 -1.46
C -3.39 3.05 -1.55
C -2.47 2.03 -1.46
C -1.13 2.37 -1.27
C -0.75 3.74 -1.19
C -1.70 4.76 -1.28
C 0.65 3.78 -1.03
C 1.09 2.48 -1.01
C 2.45 1.97 -0.89
O 3.44 2.67 -0.78
N 2.52 0.59 -0.91
C 3.80 -0.07 -0.83
C 3.92 -1.04 0.36
O 4.82 -0.97 1.17
N 2.98 -2.00 0.35
C 2.84 -2.96 1.42
C 1.92 -2.47 2.55
C 0.56 -2.00 2.02
O -0.10 -2.90 1.17
C -0.84 -3.95 1.77
C -2.15 -4.09 0.99
C -0.07 -5.27 1.76
N 1.44 -0.21 -1.04
C 0.25 0.26 -1.14
C -0.87 -0.72 -1.21
N 0.01 1.61 -1.15
H -3.33 6.93 -0.53
H -3.11 6.98 -2.30
H -4.74 7.17 -1.60
H -4.44 2.83 -1.69
H -2.81 1.01 -1.54
H -1.38 5.78 -1.22
H 1.28 4.65 -0.94
H 3.98 -0.64 -1.75
H 4.55 0.71 -0.72
H 2.19 -1.88 -0.27
H 2.43 -3.88 0.99
H 3.83 -3.16 1.82
H 1.79 -3.27 3.27
H 2.39 -1.63 3.05
H 0.70 -1.10 1.42
H -0.09 -1.74 2.87
H -1.07 -3.68 2.81
H -2.69 -3.15 1.01
H -1.93 -4.35 -0.04
H -2.77 -4.87 1.43
H -0.69 -6.07 2.16
H 0.83 -5.21 2.36
H 0.20 -5.53 0.74
H -1.35 -0.68 -2.19
H -0.48 -1.72 -1.04
H -1.61 -0.51 -0.44



No. 3
54
Properties=species:S:1:pos:R:3 method="wB97M-V/def2-TZVPD" max_force_ev_per_a=1.188 gap_ev="4.9 / 6.0" spin_multiplicity=2 e_homo_ev="-9.7 / -10.8" total_charge=+1
S -0.64 -0.31 -2.90
P 0.97 -0.29 -3.94
C 2.19 -1.56 -3.39
C 3.45 -1.51 -4.14
N 4.48 -1.45 -3.39
C 4.19 -1.46 -1.95
C 4.85 -0.35 -1.18
C 5.49 0.72 -1.79
C 6.00 1.72 -0.97
C 5.85 1.58 0.40
C 5.21 0.46 0.90
N 4.71 -0.50 0.13
C 2.65 -1.32 -1.93
H 0.87 -0.51 -5.32
H 1.75 0.88 -3.82
H 1.75 -2.56 -3.46
H 3.51 -1.50 -5.22
H 5.42 -1.44 -3.76
H 4.48 -2.41 -1.51
H 5.58 0.79 -2.86
H 6.50 2.58 -1.38
H 6.23 2.33 1.08
H 5.09 0.33 1.96
H 2.15 -1.94 -1.21
H 2.40 -0.30 -1.62
C -2.11 -0.93 3.10
C -2.23 -0.51 1.63
C -1.61 0.87 1.40
C -2.45 2.01 1.98
C -3.88 1.95 1.44
C -4.56 0.60 1.67
N -3.65 -0.48 1.17
O -3.75 -0.64 -0.10
C -4.91 0.41 3.15
C -5.86 0.53 0.89
C -1.50 -1.56 0.80
H -2.42 -0.17 3.80
H -2.69 -1.83 3.29
H -1.07 -1.15 3.32
H -1.48 1.03 0.33
H -0.61 0.87 1.84
H -2.44 1.98 3.07
H -1.99 2.96 1.70
H -4.49 2.73 1.91
H -3.86 2.17 0.37
H -5.16 -0.63 3.36
H -5.79 1.02 3.39
H -4.13 0.73 3.84
H -5.71 0.73 -0.17
H -6.54 1.28 1.28
H -6.33 -0.45 0.99
H -1.97 -2.54 0.90
H -0.47 -1.64 1.16
H -1.47 -1.30 -0.25



No. 4
6
Properties=species:S:1:pos:R:3 method="wB97M-V/def2-TZVPD" max_force_ev_per_a=1.154 gap_ev=9.1 spin_multiplicity=1 relative_energy_ev=0.170 e_homo_ev=-14.0 total_charge=+1
Li 16.19 -16.59 -9.63
Li 14.93 -16.00 -6.19
Cl 14.42 -17.09 -8.16
O 11.56 -15.43 -9.52
H 12.18 -14.69 -9.49
H 12.00 -16.16 -9.06



Copy entry 2 word for word.
54
Properties=species:S:1:pos:R:3 method="wB97M-V/def2-TZVPD" max_force_ev_per_a=0.815 smiles="COc1ccc2c(c1)cc1c(=O)n(CC(=O)NCCCOC(C)C)nc(C)n12" gap_ev=8.4 spin_multiplicity=1 relative_energy_ev=2.714 e_homo_ev=-8.1
C -3.78 6.66 -1.49
O -4.06 5.29 -1.56
C -3.03 4.41 -1.46
C -3.39 3.05 -1.55
C -2.47 2.03 -1.46
C -1.13 2.37 -1.27
C -0.75 3.74 -1.19
C -1.70 4.76 -1.28
C 0.65 3.78 -1.03
C 1.09 2.48 -1.01
C 2.45 1.97 -0.89
O 3.44 2.67 -0.78
N 2.52 0.59 -0.91
C 3.80 -0.07 -0.83
C 3.92 -1.04 0.36
O 4.82 -0.97 1.17
N 2.98 -2.00 0.35
C 2.84 -2.96 1.42
C 1.92 -2.47 2.55
C 0.56 -2.00 2.02
O -0.10 -2.90 1.17
C -0.84 -3.95 1.77
C -2.15 -4.09 0.99
C -0.07 -5.27 1.76
N 1.44 -0.21 -1.04
C 0.25 0.26 -1.14
C -0.87 -0.72 -1.21
N 0.01 1.61 -1.15
H -3.33 6.93 -0.53
H -3.11 6.98 -2.30
H -4.74 7.17 -1.60
H -4.44 2.83 -1.69
H -2.81 1.01 -1.54
H -1.38 5.78 -1.22
H 1.28 4.65 -0.94
H 3.98 -0.64 -1.75
H 4.55 0.71 -0.72
H 2.19 -1.88 -0.27
H 2.43 -3.88 0.99
H 3.83 -3.16 1.82
H 1.79 -3.27 3.27
H 2.39 -1.63 3.05
H 0.70 -1.10 1.42
H -0.09 -1.74 2.87
H -1.07 -3.68 2.81
H -2.69 -3.15 1.01
H -1.93 -4.35 -0.04
H -2.77 -4.87 1.43
H -0.69 -6.07 2.16
H 0.83 -5.21 2.36
H 0.20 -5.53 0.74
H -1.35 -0.68 -2.19
H -0.48 -1.72 -1.04
H -1.61 -0.51 -0.44



Repeat the second record exactly.
54
Properties=species:S:1:pos:R:3 method="wB97M-V/def2-TZVPD" max_force_ev_per_a=0.815 smiles="COc1ccc2c(c1)cc1c(=O)n(CC(=O)NCCCOC(C)C)nc(C)n12" gap_ev=8.4 spin_multiplicity=1 relative_energy_ev=2.714 e_homo_ev=-8.1
C -3.78 6.66 -1.49
O -4.06 5.29 -1.56
C -3.03 4.41 -1.46
C -3.39 3.05 -1.55
C -2.47 2.03 -1.46
C -1.13 2.37 -1.27
C -0.75 3.74 -1.19
C -1.70 4.76 -1.28
C 0.65 3.78 -1.03
C 1.09 2.48 -1.01
C 2.45 1.97 -0.89
O 3.44 2.67 -0.78
N 2.52 0.59 -0.91
C 3.80 -0.07 -0.83
C 3.92 -1.04 0.36
O 4.82 -0.97 1.17
N 2.98 -2.00 0.35
C 2.84 -2.96 1.42
C 1.92 -2.47 2.55
C 0.56 -2.00 2.02
O -0.10 -2.90 1.17
C -0.84 -3.95 1.77
C -2.15 -4.09 0.99
C -0.07 -5.27 1.76
N 1.44 -0.21 -1.04
C 0.25 0.26 -1.14
C -0.87 -0.72 -1.21
N 0.01 1.61 -1.15
H -3.33 6.93 -0.53
H -3.11 6.98 -2.30
H -4.74 7.17 -1.60
H -4.44 2.83 -1.69
H -2.81 1.01 -1.54
H -1.38 5.78 -1.22
H 1.28 4.65 -0.94
H 3.98 -0.64 -1.75
H 4.55 0.71 -0.72
H 2.19 -1.88 -0.27
H 2.43 -3.88 0.99
H 3.83 -3.16 1.82
H 1.79 -3.27 3.27
H 2.39 -1.63 3.05
H 0.70 -1.10 1.42
H -0.09 -1.74 2.87
H -1.07 -3.68 2.81
H -2.69 -3.15 1.01
H -1.93 -4.35 -0.04
H -2.77 -4.87 1.43
H -0.69 -6.07 2.16
H 0.83 -5.21 2.36
H 0.20 -5.53 0.74
H -1.35 -0.68 -2.19
H -0.48 -1.72 -1.04
H -1.61 -0.51 -0.44